(1)
DFT (wB97M-V/def2-TZVPD) results for 4 unconnected molecules or ions with the total composition C28H51BN3O14P2S5 in a non-equilibrium geometry.

Each line ends with the Mulliken charge.
Element x y z (Å)
C: 1.1340 -2.8928 6.0091  -1.237
C: 0.4705 -1.8123 5.1721  0.141
O: 1.5044 -0.9479 4.6115  -0.529
B: 1.4098 -0.5832 3.3170  0.317
O: 0.3584 0.1232 2.7560  -0.552
N: 2.5477 -0.8736 2.4390  1.037
P: 3.6713 -2.1135 2.9941  0.472
S: 4.9044 -1.6138 4.3622  -0.343
C: 2.3491 -0.6256 1.0935  -2.272
N: 2.8002 0.5828 0.5267  1.400
C: 1.7981 1.6618 0.5918  -0.206
C: 2.1360 2.6995 -0.4634  -0.399
O: 2.0201 2.5474 -1.6340  -0.490
O: 2.7118 3.8501 0.0886  -0.300
C: 1.9017 4.7715 0.7310  0.755
C: 0.4582 4.8609 0.3605  -1.113
O: 2.3940 5.4838 1.5576  -0.559
P: 4.3897 0.9676 1.0558  0.674
O: 5.1308 -0.2756 1.1703  -0.620
O: 4.2770 1.8200 2.3873  -0.534
O: 4.9119 1.9543 -0.0632  -0.555
N: 1.7387 -1.4446 0.2994  1.977
C: 1.5521 -1.1442 -1.1428  -0.958
C: 1.4588 -2.3553 -2.0573  -0.959
C: 2.7016 -3.2552 -2.1938  -0.824
S: 4.1898 -2.4287 -1.5468  -0.178
C: 1.1180 -2.6518 0.8005  -0.604
C: 1.8378 -3.8211 0.8971  0.050
C: 1.1952 -4.9656 1.3282  -1.593
C: -0.1493 -4.9338 1.6400  -0.853
C: -0.8577 -3.7528 1.5216  -1.497
C: -0.2293 -2.6004 1.1121  -0.158
H: 2.1317 -2.5729 6.2970  0.279
H: 1.1971 -3.8299 5.4593  0.306
H: 0.5413 -3.0872 6.9002  0.402
H: -0.1819 -1.1807 5.7711  0.402
H: -0.0986 -2.2588 4.3534  -0.064
H: -0.4981 -0.2927 2.8890  0.313
H: 4.2178 -2.5146 1.7751  0.015
H: 2.7965 -3.1278 3.3868  -0.037
H: 1.7329 2.1011 1.5878  0.735
H: 0.8131 1.2690 0.3459  0.546
H: -0.0846 4.0539 0.8581  0.341
H: 0.0678 5.8083 0.7082  0.374
H: 0.3343 4.7752 -0.7181  0.393
H: 3.8949 2.7023 2.2890  0.429
H: 4.7168 2.8930 0.0570  0.412
H: 0.6113 -0.5937 -1.2212  0.403
H: 2.3366 -0.4738 -1.4743  0.732
H: 0.5889 -2.9690 -1.8249  0.214
H: 1.2575 -1.9194 -3.0366  0.619
H: 2.8637 -3.4785 -3.2447  0.482
H: 2.5646 -4.2069 -1.6901  0.407
H: 5.0765 -3.3600 -1.9009  0.205
H: 2.8839 -3.8386 0.6289  0.791
H: 1.7449 -5.8924 1.3996  0.532
H: -0.6632 -5.8323 1.9471  0.594
H: -1.9108 -3.7240 1.7427  0.683
H: -0.7796 -1.6808 0.9726  1.016
C: 4.0076 8.6459 -0.6867  -0.714
C: 3.0209 9.3881 0.2271  -0.552
C: 1.8659 9.8939 -0.6497  -0.670
S: 1.7572 8.7507 -2.0363  1.133
O: 2.0825 9.4616 -3.2428  -0.663
O: 0.5531 7.9602 -1.9304  -0.663
C: 3.1529 7.7382 -1.5643  -0.076
H: 4.7362 8.0761 -0.1126  0.362
H: 4.5518 9.3557 -1.3121  0.351
H: 2.6357 8.6953 0.9781  0.226
H: 3.4989 10.2108 0.7552  0.351
H: 0.9124 9.8941 -0.1286  0.361
H: 2.0626 10.8799 -1.0646  0.357
H: 3.6622 7.3851 -2.4579  0.469
H: 2.7507 6.9023 -0.9948  -0.299
C: -4.9304 -6.4984 -1.8856  -0.557
C: -4.7050 -5.2205 -2.7093  -0.551
C: -3.7245 -4.3392 -1.9260  -0.460
S: -2.7176 -5.4638 -0.9582  1.455
O: -3.0011 -5.2315 0.4413  -0.722
O: -1.3561 -5.4526 -1.4406  -0.769
C: -3.5458 -6.9705 -1.4498  -0.920
H: -5.4457 -7.2666 -2.4589  0.390
H: -5.5366 -6.2729 -1.0058  0.271
H: -4.2748 -5.4774 -3.6782  0.301
H: -5.6338 -4.6878 -2.8986  0.233
H: -3.0753 -3.7569 -2.5710  0.459
H: -4.2299 -3.6829 -1.2226  0.057
H: -3.5519 -7.6625 -0.6111  0.419
H: -2.9832 -7.3928 -2.2819  0.380
C: -6.7727 0.2712 -1.2937  -0.642
C: -6.5234 1.0235 -2.6088  -0.612
C: -5.1208 0.6391 -3.0989  -0.752
S: -4.8104 -1.0133 -2.4626  1.215
O: -3.7133 -0.9561 -1.5212  -0.589
O: -4.7861 -1.9637 -3.5460  -0.702
C: -6.3429 -1.1704 -1.5491  -0.725
H: -7.8155 0.3236 -0.9876  0.374
H: -6.1662 0.7032 -0.4952  0.289
H: -7.2673 0.7234 -3.3481  0.305
H: -6.6069 2.1006 -2.4798  0.330
H: -5.0424 0.6058 -4.1823  0.349
H: -4.3504 1.2909 -2.6924  0.350
H: -6.1598 -1.7468 -0.6447  0.429
H: -7.0506 -1.6924 -2.1924  0.404

Atoms 1-3, force components in eV/Å:
C -0.28 -0.05 -0.08
C 0.36 0.40 0.12
O -0.25 -0.83 -0.29

Output
- largest force on an atom (eV Å⁻¹) = 1.59
- electronic energy (hartree) = -5013.65913
- frontier orbital gap (eV) = 7.8
- net charge = +1


(2)
DFT (wB97M-V/def2-TZVPD) results for 3 unconnected molecules or ions with the total composition C28H52BBr2FNO8P in a non-equilibrium geometry.

Each line ends with the Mulliken charge.
Element x y z (Å)
C: -0.3183 3.0465 2.3432  -1.275
C: -0.3997 2.5349 0.8915  -0.094
P: -1.6385 1.1974 0.6864  -0.313
C: -3.2509 1.9379 0.1889  -0.177
C: -3.5402 2.2560 -1.2809  -1.058
C: -0.9849 0.0521 -0.6671  0.752
C: 0.1053 -0.8865 -0.0701  -1.918
C: 0.1612 -1.1705 1.4239  0.702
C: 1.2442 -2.2213 1.7180  -1.448
F: -1.0520 -1.6678 1.8895  -0.319
O: -2.0401 -0.6331 -1.3571  -0.494
C: -2.8023 -1.5567 -0.5855  0.225
C: -4.2306 -1.4640 -1.1307  -1.206
O: -5.0588 -2.3042 -0.3682  -0.047
C: -6.2814 -1.7250 0.0277  -0.308
C: -6.8299 -2.4989 1.1828  -0.014
Br: -7.1054 -4.3318 0.8372  -0.124
C: -7.1105 -1.9474 2.3521  0.383
C: -6.9027 -0.4867 2.6731  -1.276
Br: -7.8367 -2.9458 3.7862  -0.177
C: -2.2988 -2.9716 -0.7514  0.123
C: -1.7405 -3.3958 -1.9469  -0.385
C: -1.2965 -4.7029 -2.0252  -0.710
C: -1.4324 -5.5245 -0.9171  -0.445
N: -1.9911 -5.1496 0.2289  -0.695
C: -2.4101 -3.8898 0.2860  0.052
B: -0.2766 0.9113 -1.8311  1.268
O: 0.7067 0.3307 -2.6085  -0.435
O: -0.6078 2.2121 -2.1071  -0.568
C: -0.9545 2.4702 -3.4674  -0.911
H: -0.8233 2.3615 3.0205  0.365
H: 0.7265 3.0861 2.6478  0.243
H: -0.7303 4.0482 2.4217  0.390
H: 0.5726 2.1282 0.6010  0.195
H: -0.5596 3.3626 0.1996  0.530
H: -3.3031 2.8747 0.7488  0.588
H: -4.0311 1.3039 0.6094  -0.051
H: -4.5665 2.6212 -1.3719  0.467
H: -3.4523 1.3853 -1.9223  0.012
H: -2.8889 3.0565 -1.6158  0.288
H: 1.0774 -0.4458 -0.3008  0.375
H: 0.0949 -1.8466 -0.5876  0.755
H: 0.4184 -0.2746 1.9880  0.261
H: 1.8221 -2.4626 0.8292  0.341
H: 1.8908 -1.9249 2.5384  0.355
H: 0.7433 -3.1386 2.0256  0.352
H: -2.8489 -1.2877 0.4696  0.452
H: -4.5451 -0.4187 -1.0987  0.429
H: -4.2115 -1.7681 -2.1826  0.136
H: -7.0073 -1.7494 -0.7936  0.263
H: -6.1418 -0.6811 0.3112  0.253
H: -7.1998 -0.2704 3.6909  0.430
H: -5.8503 -0.2340 2.5503  0.242
H: -7.4997 0.1288 2.0026  0.334
H: -1.6658 -2.7088 -2.7783  0.479
H: -0.8508 -5.0916 -2.9290  0.436
H: -1.0657 -6.5411 -0.9679  0.405
H: -2.8642 -3.5703 1.2139  0.558
H: 0.4769 -0.5944 -2.7586  0.166
H: -1.1925 3.5249 -3.5690  0.254
H: -0.1354 2.2307 -4.1426  0.306
H: -1.8336 1.8937 -3.7553  0.284
C: 4.3862 -3.9914 -4.8516  -0.731
O: 3.6513 -2.8044 -5.0894  -0.425
C: 2.8695 -2.3916 -3.9829  -0.448
C: 3.5248 -1.2757 -3.1997  -0.038
O: 4.7252 -1.7039 -2.5758  -0.391
C: 5.8947 -1.3192 -3.2746  -0.769
H: 5.1184 -4.0877 -5.6513  0.245
H: 4.9094 -3.9568 -3.8935  0.327
H: 3.7262 -4.8656 -4.8710  0.328
H: 2.6586 -3.2403 -3.3233  0.325
H: 1.9163 -2.0260 -4.3824  0.323
H: 2.8437 -0.9553 -2.4084  0.016
H: 3.7121 -0.4152 -3.8486  0.328
H: 6.0918 -0.2503 -3.1384  0.312
H: 5.8182 -1.5382 -4.3421  0.331
H: 6.7263 -1.8840 -2.8564  0.261
C: 3.5146 5.6500 3.1285  -0.833
O: 3.5319 4.2591 3.3941  -0.306
C: 4.7236 3.6183 2.9678  -0.446
C: 5.6796 3.3775 4.1145  -0.564
O: 6.1664 4.5900 4.6641  -0.372
C: 5.5099 4.9749 5.8582  -0.683
H: 2.6914 6.0812 3.6958  0.249
H: 4.4465 6.1306 3.4344  0.397
H: 3.3446 5.8382 2.0627  0.313
H: 5.2143 4.2020 2.1830  0.344
H: 4.4386 2.6512 2.5413  0.356
H: 6.5431 2.8192 3.7402  0.364
H: 5.1952 2.7724 4.8873  0.338
H: 5.8379 4.3519 6.6972  0.321
H: 4.4239 4.9078 5.7619  0.284
H: 5.7839 6.0085 6.0626  0.243

Atoms 1-3, force components in eV/Å:
C 0.30 -0.26 -0.33
C 0.16 0.36 -0.46
P -0.54 -0.95 1.47

Output
- largest force on an atom (eV Å⁻¹) = 1.83
- SMILES string = CCP(CC)[C@@](C[C@H](C)F)(O[C@@H](COC/C(Br)=C(\C)Br)c1cccnc1)B(O)OC.COCCOC.COCCOC
- electronic energy (hartree) = -7368.78400
- frontier orbital gap (eV) = 8.0